Record 1
C3H4F2 | ωB97M-V with the def2-TZVPD basis set

Geometry as XYZ:
```
9
Properties=species:S:1:pos:R:3:lowdin_charge:R:1
C -0.853 -0.710 -0.286 -0.0864
C 0.352 -0.181 0.379 -0.5248
C 0.827 0.920 -0.085 -0.0828
H -1.214 -1.942 -0.080 0.1448
H -1.912 0.081 0.180 0.1803
H -0.466 -0.340 -1.409 0.1142
H 1.060 1.139 -1.279 0.1848
F 0.571 -0.414 1.635 0.1097
F 1.636 1.447 0.947 -0.0398
```

Max |F| in hartree/bohr: 0.11245
DFT total energy in Ha: -316.27926
2S+1: 1
Orbital gap in eV: 10.2
HOMO level in eV: -9.532

Record 2
C36H70AsBF6N2O14PtS7 | ωB97M-V with the def2-TZVPD basis set

Geometry as XYZ:
```
138
Properties=species:S:1:pos:R:3:lowdin_charge:R:1
Pt -0.184 0.637 0.372 1.2528
B 0.323 -1.099 -0.898 -0.5303
H 1.131 -0.670 -0.325 -0.0589
H 0.603 -2.021 -1.384 -0.0190
H -0.474 -1.357 -0.219 -0.0326
H -0.106 -0.472 -1.665 -0.0167
As -4.245 3.479 2.251 0.8606
F -3.060 2.635 1.258 -0.2565
F -5.262 3.645 0.814 -0.2872
F -5.601 4.347 3.049 -0.2893
F -3.291 3.459 3.704 -0.2473
F -3.596 5.082 1.808 -0.2816
F -5.012 1.864 2.661 -0.2920
C -3.280 -0.986 3.984 -0.2080
C -2.444 -2.183 4.502 -0.1830
C -0.946 -1.864 4.354 -0.1804
S -0.852 -0.065 3.852 0.8135
O -0.895 0.027 2.335 -0.4504
O 0.177 0.554 4.706 -0.3556
C -2.553 0.252 4.520 -0.1826
H -4.284 -0.966 4.406 0.1241
H -3.362 -0.959 2.897 0.0887
H -2.799 -3.136 4.108 0.1108
H -2.641 -2.206 5.574 0.1088
H -0.234 -2.340 3.680 0.0474
H -0.506 -1.824 5.350 0.1037
H -2.794 1.259 4.179 0.0708
H -2.565 0.192 5.608 0.1141
C 5.036 -0.808 1.366 -0.2379
C 5.256 -0.434 2.816 -0.2141
C 3.976 0.285 3.171 -0.2022
S 2.550 -0.652 2.439 0.7986
O 1.678 0.271 1.671 -0.4358
O 1.930 -1.537 3.386 -0.3084
C 3.720 -1.566 1.225 -0.1541
H 5.871 -1.467 1.128 0.1176
H 5.197 0.012 0.667 0.0972
H 6.088 0.190 3.143 0.1263
H 5.467 -1.368 3.336 0.1208
H 4.094 1.282 2.745 0.0914
H 3.765 0.461 4.226 0.1091
H 3.290 -1.620 0.225 0.0716
H 3.847 -2.624 1.454 0.0944
C -4.911 -1.072 -2.619 -0.2044
C -5.201 0.428 -2.166 -0.1562
C -4.933 0.479 -0.608 -0.1904
S -3.570 -0.679 -0.325 0.7765
O -4.015 -1.767 0.555 -0.3295
O -2.322 0.040 0.004 -0.4577
C -3.533 -1.446 -2.093 -0.1784
H -4.934 -1.233 -3.697 0.1115
H -5.575 -1.788 -2.135 0.1106
H -6.207 0.747 -2.437 0.1119
H -4.480 1.058 -2.687 0.0815
H -5.804 0.019 -0.142 0.1075
H -4.718 1.442 -0.143 0.0586
H -3.177 -2.465 -1.947 0.0990
H -2.738 -0.955 -2.654 0.0856
C 1.618 -4.546 0.631 -0.1993
C 1.881 -5.900 1.275 -0.2205
C 0.588 -6.477 1.766 -0.2275
S -0.592 -5.125 2.019 0.7054
O -0.827 -4.931 3.449 -0.3359
O -1.647 -5.282 1.052 -0.3119
C 0.549 -3.836 1.475 -0.2058
H 1.297 -4.703 -0.399 0.1175
H 2.496 -3.914 0.496 0.0837
H 2.499 -5.658 2.140 0.1148
H 2.472 -6.605 0.690 0.1223
H 0.809 -6.939 2.729 0.1002
H 0.132 -7.285 1.193 0.1062
H 0.938 -3.468 2.424 0.0695
H -0.044 -3.041 1.023 0.0922
C -1.891 5.463 -1.343 -0.1791
C -3.144 5.023 -2.215 -0.1675
C -3.140 3.463 -2.302 -0.1823
S -1.352 3.001 -2.317 0.7396
O -0.898 2.615 -3.660 -0.3381
O -1.094 2.124 -1.181 -0.4281
C -0.675 4.643 -1.875 -0.2016
H -2.047 5.359 -0.269 0.0871
H -1.713 6.531 -1.473 0.1095
H -3.068 5.484 -3.200 0.1059
H -4.075 5.383 -1.775 0.1125
H -3.490 3.082 -3.262 0.0893
H -3.653 2.995 -1.461 0.0778
H -0.362 5.140 -2.793 0.1002
H 0.179 4.508 -1.210 0.0676
C 0.871 4.361 4.596 -0.1978
C 2.130 3.617 4.114 -0.1911
C 2.207 3.804 2.595 -0.2004
S 0.507 3.900 1.990 0.8327
O 0.125 2.523 1.428 -0.4715
O 0.228 5.145 1.249 -0.3163
C -0.291 4.007 3.663 -0.1875
H 0.985 5.431 4.421 0.1129
H 0.639 4.298 5.659 0.1226
H 1.995 2.583 4.433 0.0964
H 3.007 3.886 4.704 0.1180
H 2.731 2.989 2.097 0.0607
H 2.608 4.709 2.138 0.1069
H -0.783 3.066 3.906 0.0782
H -1.124 4.670 3.432 0.0924
C 2.744 2.545 -3.541 -0.1988
C 3.544 1.231 -3.550 -0.1905
C 3.416 0.475 -2.199 -0.1689
S 2.869 1.778 -1.009 0.7920
O 3.788 2.065 0.109 -0.3405
O 1.418 1.636 -0.773 -0.4531
C 3.008 3.183 -2.183 -0.1999
H 1.673 2.340 -3.534 0.0999
H 3.137 3.057 -4.419 0.1249
H 4.600 1.364 -3.787 0.1161
H 3.103 0.655 -4.363 0.1200
H 4.365 0.123 -1.795 0.0893
H 2.683 -0.332 -2.220 0.0739
H 4.058 3.447 -2.051 0.0999
H 2.442 4.080 -1.933 0.1029
N 2.278 -2.878 -2.812 0.0317
C 3.646 -2.931 -2.547 -0.1566
C 4.244 -3.838 -3.407 -0.1223
C 3.218 -4.396 -4.206 -0.1053
C 2.021 -3.834 -3.779 -0.1094
H 1.626 -2.418 -2.193 0.0396
H 4.147 -2.235 -1.891 0.0769
H 5.311 -3.974 -3.494 0.0876
H 3.471 -5.228 -4.846 0.0877
H 0.989 -3.917 -4.087 0.0849
N -1.866 -3.519 -6.020 0.0079
C -1.246 -2.679 -6.787 -0.2245
C -0.731 -1.682 -6.100 -0.1110
C -0.814 -2.033 -4.723 -0.0830
C -1.527 -3.250 -4.708 -0.1199
H -2.279 -4.369 -6.375 0.1563
H -1.400 -2.792 -7.850 0.1220
H -0.274 -0.821 -6.564 0.0994
H -0.333 -1.536 -3.894 0.0808
H -1.809 -3.925 -3.914 0.1058
```

Max |F| in hartree/bohr: 0.09584
DFT total energy in Ha: -8342.74265
2S+1: 3
Orbital gap (alpha / beta) in eV: 8.1 / 7.8
HOMO level (alpha / beta) in eV: -8.157 / -8.157

Record 3
C3HS2 | ωB97M-V with the def2-TZVPD basis set

Geometry as XYZ:
```
6
Properties=species:S:1:pos:R:3:lowdin_charge:R:1
C 0.507 -0.646 0.348 -0.1794
C 1.467 -0.051 -0.124 -0.9928
C -2.218 0.029 0.165 -0.6609
S 2.692 0.922 -0.607 0.2660
S -2.580 1.253 -0.613 0.5995
H 0.132 -1.507 0.831 -0.0324
```

Max |F| in hartree/bohr: 0.05175
Total charge: -1
DFT total energy in Ha: -911.19054
2S+1: 1
Orbital gap in eV: 5.8
HOMO level in eV: -2.703

Record 4
C3H10N5 | ωB97M-V with the def2-TZVPD basis set

Geometry as XYZ:
```
18
Properties=species:S:1:pos:R:3:lowdin_charge:R:1
C -1.136 0.792 0.081 -0.2679
C -2.512 1.356 -0.113 0.0337
C 0.424 -2.434 -0.173 -0.0798
N 4.202 0.483 0.402 -0.0116
N 3.040 0.594 0.520 0.0232
N -0.869 -0.519 -0.172 0.0311
N 0.280 -1.040 0.248 0.0071
N -0.104 1.530 0.487 0.2540
H -2.835 1.776 0.774 0.0737
H -3.216 0.572 -0.446 0.1066
H -2.582 2.173 -0.868 0.1230
H 1.488 -2.536 -0.303 0.0707
H -0.017 -3.119 0.678 0.1404
H -0.021 -2.671 -1.152 0.0855
H 4.992 0.689 -0.208 0.0867
H -1.538 -1.157 -0.590 0.1656
H -0.377 2.447 0.382 0.1092
H 0.780 1.067 0.454 0.0487
```

Max |F| in hartree/bohr: 0.07988
Total charge: +1
DFT total energy in Ha: -393.70523
2S+1: 1
Orbital gap (alpha / beta) in eV: 9.8 / 5.7
HOMO level (alpha / beta) in eV: -13.027 / -10.784

Record 5
C4H6N2 | ωB97M-V with the def2-TZVPD basis set

Geometry as XYZ:
```
12
Properties=species:S:1:pos:R:3:lowdin_charge:R:1
C -1.681 -0.200 -0.147 -0.0337
C -0.262 -0.025 0.301 -0.3317
C 0.774 -0.917 0.152 -0.0564
C 1.901 -0.108 -0.113 -0.1727
N 1.627 1.185 0.042 0.0190
N 0.306 1.208 0.301 -0.0180
H -2.142 0.774 -0.368 0.0788
H -1.610 -0.728 -1.111 0.0868
H -2.284 -0.784 0.549 0.0731
H 0.690 -1.990 0.273 0.1006
H 2.809 -0.421 -0.623 0.0985
H -0.128 2.006 0.744 0.1557
```

Max |F| in hartree/bohr: 0.01555
SMILES string: Cc1ccn[nH]1
DFT total energy in Ha: -265.49088
2S+1: 1
Orbital gap in eV: 9.9
HOMO level in eV: -8.914

Record 6
C36H25Br2N2O7PSe2V | ωB97M-V with the def2-TZVPD basis set

Geometry as XYZ:
```
76
Properties=species:S:1:pos:R:3:lowdin_charge:R:1
V -0.266 0.238 -0.537 0.6802
Se 0.914 -1.853 -0.494 0.6238
P 2.577 -1.917 0.986 0.2360
Se 3.056 -0.291 2.272 0.2956
C 2.367 -3.469 1.940 -0.3852
C 1.364 -4.391 1.658 -0.1071
C 1.249 -5.551 2.417 -0.0886
C 2.137 -5.798 3.455 -0.1032
C 3.141 -4.879 3.737 -0.0919
C 3.251 -3.717 2.987 -0.1102
C 4.083 -2.296 -0.032 -0.3859
C 5.349 -1.989 0.463 -0.1277
C 6.485 -2.229 -0.301 -0.0939
C 6.370 -2.769 -1.576 -0.1054
C 5.115 -3.084 -2.075 -0.0929
C 3.979 -2.855 -1.307 -0.1174
H 0.666 -4.186 0.859 0.0491
H 0.457 -6.258 2.198 0.0976
H 2.037 -6.697 4.054 0.0943
H 3.835 -5.065 4.548 0.0967
H 4.011 -2.981 3.227 0.0752
H 5.438 -1.533 1.442 0.0492
H 7.462 -1.983 0.099 0.0963
H 7.254 -2.937 -2.181 0.0946
H 5.014 -3.502 -3.070 0.0985
H 3.001 -3.089 -1.702 0.0464
Br -3.074 3.245 -3.511 0.7563
C -1.209 2.940 -3.501 -0.6037
C -0.403 3.564 -4.468 -0.1801
C 0.951 3.404 -4.456 -0.6317
Br 1.998 4.336 -5.744 0.7267
C 1.580 2.590 -3.481 -0.1863
C 2.971 2.412 -3.319 -0.0264
C 3.432 1.660 -2.280 -0.0211
C 2.524 1.014 -1.423 -0.0970
N 1.223 1.106 -1.579 0.0048
C 0.744 1.924 -2.563 -0.1067
C -0.682 2.126 -2.511 -0.3868
O -1.351 1.588 -1.539 -0.1403
H -0.866 4.193 -5.216 0.0912
H 3.654 2.887 -4.010 0.0798
H 4.492 1.538 -2.100 0.1121
H 2.875 0.418 -0.597 0.0468
C -2.058 -1.328 4.080 -0.0219
C -0.961 -0.716 3.216 -0.3929
O -0.197 -1.448 2.647 0.0422
C -0.907 0.776 3.132 -0.0677
C -1.436 1.490 4.213 -0.0513
C -1.383 2.866 4.307 -0.1062
C -0.785 3.580 3.279 -0.0912
C -0.274 2.918 2.183 -0.0034
C -0.327 1.523 2.068 -0.2635
O 0.135 1.003 0.929 -0.2453
H -2.151 -2.377 3.808 0.0798
H -3.014 -0.817 3.947 0.0811
H -1.774 -1.270 5.134 0.0803
H -1.895 0.936 5.023 0.0987
H -1.793 3.375 5.171 0.0931
H -0.718 4.661 3.337 0.0999
H 0.196 3.457 1.372 0.1196
O -1.322 -0.993 -1.903 -0.1322
C -2.194 -1.135 -1.001 -0.6033
O -2.028 -0.616 0.140 -0.0487
C -3.431 -1.928 -1.277 -0.0889
C -4.363 -2.125 -0.268 0.0104
C -5.528 -2.836 -0.520 -0.0535
C -5.765 -3.351 -1.784 -0.0073
C -4.816 -3.152 -2.772 -0.1310
C -3.652 -2.449 -2.541 0.0779
N -5.064 -3.704 -4.121 -0.3590
O -4.226 -3.515 -4.971 0.0837
O -6.095 -4.319 -4.304 0.0615
H -4.152 -1.710 0.710 0.1220
H -6.257 -2.985 0.267 0.1056
H -6.666 -3.899 -2.019 0.1143
H -2.921 -2.307 -3.325 0.1352
```

Max |F| in hartree/bohr: 0.09056
Total charge: -1
DFT total energy in Ha: -13259.51597
2S+1: 3
Orbital gap (alpha / beta) in eV: 6.3 / 6.7
HOMO level (alpha / beta) in eV: -4.829 / -5.156

What did the first record say?
C3H4F2 | ωB97M-V with the def2-TZVPD basis set

Geometry as XYZ:
```
9
Properties=species:S:1:pos:R:3:lowdin_charge:R:1
C -0.853 -0.710 -0.286 -0.0864
C 0.352 -0.181 0.379 -0.5248
C 0.827 0.920 -0.085 -0.0828
H -1.214 -1.942 -0.080 0.1448
H -1.912 0.081 0.180 0.1803
H -0.466 -0.340 -1.409 0.1142
H 1.060 1.139 -1.279 0.1848
F 0.571 -0.414 1.635 0.1097
F 1.636 1.447 0.947 -0.0398
```

Max |F| in hartree/bohr: 0.11245
DFT total energy in Ha: -316.27926
2S+1: 1
Orbital gap in eV: 10.2
HOMO level in eV: -9.532